Molecular formula: C14H39NO5
Method: DFT, the ωB97M-V functional and the def2-TZVPD basis

Element x y z (Å)
C  -9.055  -3.714  -1.630
H  -14.629  -0.071  0.657
C  -7.926  0.654  6.740
H  -9.296  -4.608  -3.325
H  -7.986  -1.398  0.398
H  -7.675  5.319  5.144
H  -1.471  -1.218  1.341
H  -2.287  -2.555  0.534
C  -8.059  3.458  3.249
H  -8.420  0.272  0.785
H  -4.336  0.951  1.407
C  -7.890  2.779  5.667
H  -14.425  1.309  1.631
C  -8.566  -0.769  1.076
H  -8.328  -4.427  -1.234
H  -6.670  0.593  2.546
H  -3.074  1.558  0.409
O  -4.525  -1.079  0.058
H  -6.490  -0.502  3.836
C  -12.648  0.028  1.511
H  -2.751  -0.443  -0.681
H  -2.635  0.849  1.908
C  -8.139  -1.009  2.539
H  -4.480  -1.856  -0.507
C  -14.140  0.257  1.583
H  -9.698  3.225  4.558
H  -8.786  5.620  4.129
H  -2.987  -1.935  2.012
C  -6.719  -0.481  2.767
H  -6.914  0.355  6.447
H  -12.113  2.066  0.966
H  -7.038  3.846  3.300
O  -12.127  0.129  2.844
C  -8.681  3.609  4.651
H  -14.640  -0.313  2.364
H  -10.801  0.866  0.816
H  -5.941  -0.927  2.151
N  -8.641  5.050  4.956
O  -9.068  -0.392  3.386
H  -8.195  -2.087  2.714
C  -3.182  -0.582  0.311
C  -2.454  -1.642  1.109
C  -11.868  1.033  0.697
O  -9.005  -3.729  -3.057
H  -8.815  0.455  3.770
H  -7.812  3.283  6.641
C  -3.325  0.726  1.074
H  -9.615  -1.048  0.962
H  -7.963  2.425  2.897
H  -12.118  1.087  -0.370
H  -6.831  2.679  5.379
O  -8.473  1.515  5.773
H  -7.877  1.147  7.715
H  -8.628  4.031  2.519
H  -12.356  -0.951  1.105
H  -11.272  -0.316  2.776
H  -8.703  -2.720  -1.356
H  -8.486  -0.269  6.863
H  -10.045  -3.855  -1.192

- LUMO energy (eV) = 0.6
- calculated total energy (eV) = -26876.1916
- SMILES string = COC[C@H](C)N.CC(C)O.CC(C)O.CC(C)O.CO
- energy relative to the best compared isomer or geometry (same formula, charge and spin) (kJ/mol) = 66.6